Record 1
{
  "formula": "C36H70AsMgN4O2Si3",
  "method": "ωB97M-V with the def2-TZVPD basis set",
  "energy_ev": -138438.8896,
  "charge": 1,
  "e_above_lowest_kcal_mol": 0.00,
  "elements": ["Mg", "C", "C", "C", "C", "C", "C", "C", "C", "C", "C", "H", "H", "H", "H", "H", "H", "H", "H", "H", "H", "H", "H", "H", "H", "H", "C", "N", "C", "C", "O", "H", "H", "H", "H", "H", "H", "H", "N", "C", "N", "C", "C", "O", "C", "C", "H", "H", "H", "H", "H", "H", "H", "H", "C", "N", "C", "C", "C", "C", "C", "C", "C", "C", "H", "H", "H", "H", "H", "H", "H", "H", "H", "H", "H", "H", "H", "C", "Si", "C", "C", "As", "Si", "C", "C", "C", "Si", "C", "C", "C", "H", "H", "H", "H", "H", "H", "H", "H", "H", "H", "H", "H", "H", "H", "H", "H", "H", "H", "H", "H", "H", "H", "H", "H", "H", "H", "H"],
  "coordinates": [[-0.91427, -0.50780, 0.89443], [0.44876, -1.07504, 2.64855], [0.33978, -2.20700, 1.76907], [-0.74427, -2.98750, 2.21424], [-1.28833, -2.38936, 3.36558], [-0.55025, -1.22546, 3.65138], [-0.50422, -0.49597, 4.96693], [-2.48018, -2.91233, 4.10923], [-1.18875, -4.29077, 1.62044], [1.35622, -2.63215, 0.73723], [1.67996, -0.22126, 2.80672], [-0.15853, 0.53413, 4.86366], [0.20155, -0.98537, 5.64487], [-1.46296, -0.48708, 5.49027], [-2.66018, -2.35643, 5.03122], [-2.35279, -3.95855, 4.39374], [-3.39053, -2.85722, 3.49993], [-0.94964, -4.35767, 0.55665], [-2.26431, -4.43980, 1.73105], [-0.69558, -5.13558, 2.11048], [1.09696, -2.37994, -0.29569], [1.49162, -3.71465, 0.77750], [2.32521, -2.17635, 0.93784], [1.45291, 0.74863, 3.25493], [2.16465, -0.02130, 1.84890], [2.41778, -0.70832, 3.45451], [-1.37919, 3.98110, -2.01463], [-1.16852, 3.41858, -0.69248], [-1.24066, 4.33376, 0.43288], [-0.95016, 2.12317, -0.52585], [-0.80569, 1.57442, 0.57572], [-0.72600, 4.84180, -2.15837], [-2.41606, 4.30104, -2.13090], [-1.14503, 3.23763, -2.77348], [-0.48013, 5.10664, 0.32389], [-1.06203, 3.78413, 1.35167], [-2.22362, 4.80643, 0.46677], [-0.88863, 1.54763, -1.45480], [-0.84143, -0.92399, -1.29602], [-1.36293, -1.43034, -2.19671], [-1.90702, -2.01343, -3.23596], [-1.96511, -1.27680, -4.51107], [-3.32535, -0.60994, -4.64230], [-4.36548, -1.55384, -4.50504], [-4.33953, -2.17993, -3.23458], [-3.03812, -2.93842, -3.04218], [-1.82073, -2.00545, -5.31043], [-1.15121, -0.55477, -4.54684], [-3.43334, -0.15774, -5.62759], [-3.42982, 0.17625, -3.87924], [-5.18931, -2.86010, -3.19925], [-4.45422, -1.43223, -2.43700], [-2.93746, -3.72288, -3.79390], [-2.97444, -3.38209, -2.05196], [-4.14202, 0.31740, 4.42640], [-3.13676, 0.83199, 3.46270], [-2.40837, 2.00667, 3.99535], [-3.78395, 1.16200, 2.13966], [-4.12231, -0.10934, 1.42361], [-5.46397, -0.46906, 1.28860], [-5.80018, -1.67901, 0.70641], [-4.77493, -2.51438, 0.27985], [-3.45021, -2.11996, 0.41885], [-3.05332, -0.90215, 0.99334], [-3.63350, -0.02563, 5.32199], [-4.67559, -0.50631, 3.96009], [-4.82841, 1.12688, 4.66979], [-2.45350, 0.06297, 3.27474], [-3.08739, 2.85778, 3.99473], [-1.55530, 2.20244, 3.34807], [-2.07378, 1.79921, 5.00681], [-3.05528, 1.76452, 1.59626], [-4.66143, 1.76884, 2.37113], [-6.24686, 0.19671, 1.63763], [-6.83614, -1.97011, 0.59954], [-5.01310, -3.47962, -0.15353], [-2.68602, -2.81102, 0.07794], [6.49420, 0.38890, -0.91848], [4.99271, 0.23585, 0.19150], [5.03351, -1.45786, 0.99099], [5.06429, 1.53881, 1.54101], [2.92914, 0.53293, -0.92865], [3.31629, -0.48782, -3.01672], [1.74081, -0.28948, -4.02505], [3.58032, -2.31298, -2.68778], [4.73821, 0.19298, -4.03018], [3.08381, 2.82513, -1.42493], [1.90809, 3.18324, -2.85534], [4.75650, 3.53613, -1.87942], [2.46384, 3.71420, 0.11133], [7.38032, 0.53040, -0.29447], [6.43190, 1.22551, -1.61156], [6.64390, -0.52243, -1.49969], [6.05661, -1.66849, 1.31257], [4.73030, -2.25295, 0.30971], [4.38958, -1.50663, 1.86959], [5.82237, 1.26302, 2.27733], [4.11132, 1.63754, 2.06274], [5.33571, 2.51574, 1.14009], [0.86464, -0.42992, -3.39273], [1.72053, -1.03960, -4.81986], [1.68050, 0.69452, -4.49057], [2.64756, -2.79344, -2.38745], [4.30907, -2.48351, -1.89502], [3.94650, -2.81127, -3.58785], [4.79118, 1.28103, -3.98860], [4.60035, -0.09301, -5.07565], [5.69836, -0.20035, -3.69876], [2.41513, 3.05105, -3.81292], [1.56011, 4.21811, -2.80926], [1.03962, 2.52211, -2.84996], [5.18472, 3.05717, -2.75955], [5.47936, 3.45656, -1.06880], [4.62984, 4.59743, -2.10844], [1.56766, 3.23192, 0.50546], [2.23825, 4.76080, -0.10967], [3.21577, 3.69736, 0.90102]],
  "forces_ev_per_angstrom": [[-0.4, 0.1, -0.1], [0.4, -0.1, 0.0], [0.2, 0.0, 0.0], [-0.1, 0.1, 0.0], [0.0, 0.0, -0.1], [-0.1, 0.1, 0.0], [0.0, 0.0, 0.0], [0.0, 0.0, 0.0], [0.0, 0.0, 0.0], [0.0, 0.0, 0.0], [0.0, 0.0, -0.1], [0.0, 0.0, 0.0], [0.0, 0.0, 0.0], [0.0, 0.0, 0.0], [0.0, 0.0, 0.0], [0.0, 0.0, 0.0], [0.0, 0.0, 0.0], [0.0, 0.0, 0.0], [0.0, 0.0, 0.0], [0.0, 0.0, 0.0], [0.0, 0.0, 0.0], [0.0, 0.0, 0.0], [0.0, 0.0, 0.0], [0.0, 0.0, 0.0], [0.0, 0.0, 0.0], [0.0, 0.0, 0.0], [-0.1, 0.0, 0.0], [0.0, 0.0, 0.0], [0.0, 0.0, 0.0], [0.1, 0.1, -0.1], [0.0, -0.3, 0.2], [0.0, 0.0, 0.0], [0.0, 0.0, 0.0], [0.0, 0.0, 0.0], [0.0, 0.0, 0.0], [0.0, 0.0, 0.0], [0.0, 0.0, 0.0], [0.0, 0.0, 0.0], [0.0, -0.1, 0.3], [0.0, 0.1, 0.0], [0.1, 0.0, -0.1], [0.0, 0.0, 0.0], [0.0, 0.0, 0.0], [0.0, 0.0, 0.0], [0.0, 0.0, 0.0], [0.0, 0.0, 0.0], [0.0, 0.0, 0.0], [0.0, 0.0, 0.0], [0.0, 0.0, 0.0], [0.0, 0.0, 0.0], [0.0, 0.0, 0.0], [0.0, 0.0, 0.0], [0.0, 0.0, 0.0], [0.0, 0.0, 0.0], [0.0, 0.0, 0.0], [0.0, -0.1, 0.0], [0.0, 0.0, 0.0], [0.0, 0.1, 0.1], [-0.1, 0.1, 0.0], [0.0, 0.0, 0.0], [0.1, 0.0, 0.0], [0.0, 0.0, 0.0], [0.0, 0.0, 0.0], [-0.1, 0.0, -0.1], [0.0, 0.0, 0.0], [0.0, 0.0, 0.0], [0.0, 0.0, 0.0], [0.0, 0.1, 0.0], [0.0, 0.0, 0.0], [0.0, 0.0, 0.0], [0.0, 0.0, 0.0], [0.0, -0.1, 0.0], [0.0, 0.0, 0.0], [0.0, 0.0, 0.0], [0.0, 0.0, 0.0], [0.0, 0.0, 0.0], [0.0, 0.0, 0.0], [0.0, 0.0, 0.0], [0.0, 0.0, 0.0], [0.0, 0.0, 0.0], [0.0, 0.0, 0.0], [0.0, 0.0, -0.1], [0.0, 0.0, 0.0], [0.0, 0.0, 0.0], [0.0, 0.0, 0.0], [0.0, 0.0, 0.0], [0.0, 0.0, 0.0], [0.0, 0.0, 0.0], [-0.1, 0.0, 0.0], [0.0, 0.0, 0.0], [0.0, 0.0, 0.0], [0.0, 0.0, 0.0], [0.0, 0.0, 0.0], [0.0, 0.0, 0.0], [0.0, 0.0, 0.0], [0.0, 0.0, 0.0], [0.0, 0.0, 0.0], [0.0, 0.0, 0.0], [0.0, 0.1, 0.0], [0.0, 0.0, 0.1], [0.0, 0.0, 0.0], [0.0, 0.1, 0.0], [0.0, 0.0, 0.0], [0.0, 0.0, 0.0], [0.0, 0.0, 0.0], [0.0, 0.0, 0.0], [0.0, 0.0, 0.0], [0.0, 0.0, 0.0], [0.0, 0.0, 0.0], [0.0, 0.0, 0.0], [0.0, 0.0, 0.0], [0.0, 0.0, 0.0], [0.0, 0.0, 0.1], [0.0, 0.0, 0.0], [-0.1, 0.0, 0.0], [0.0, 0.0, 0.0], [0.0, 0.0, 0.0]]
}

***

Record 2
{
  "formula": "C4H4O2",
  "method": "ωB97M-V with the def2-TZVPD basis set",
  "energy_ev": -8301.2050,
  "e_above_lowest_kcal_mol": 135.42,
  "elements": ["C", "C", "C", "C", "O", "O", "H", "H", "H", "H"],
  "coordinates": [[-0.39816, -0.19605, -1.50998], [1.52906, 0.16988, -0.26079], [-0.45433, 1.03112, -1.60840], [-0.09878, -0.48368, 1.45454], [-0.66575, 2.20365, -1.53412], [1.25613, -0.09269, 0.85221], [-0.25195, -1.20659, -1.95876], [-0.82771, 0.18507, 0.91783], [-0.03727, -0.07369, 2.41257], [-0.05125, -1.53701, 1.23489]],
  "forces_ev_per_angstrom": [[2.1, -4.5, 0.6], [-0.1, 0.4, -3.7], [-1.3, 3.5, -0.3], [0.0, 1.6, -2.3], [0.6, -0.4, -0.1], [-0.9, -0.3, 3.0], [-0.3, 1.7, 0.4], [0.6, -1.5, 0.0], [0.3, -0.4, 1.9], [-0.9, -0.2, 0.5]]
}